Entry from OMol25: a cluster of 11 separate species, C56H153N14O28P9 in total in a non-equilibrium geometry (ωB97M-V/def2-TZVPD).

Maximum force in eV Å⁻¹: 4.2
E_HOMO in eV: -8.1
2S+1: 1
SMILES string: CN(C)P(=O)(N(C)C)N(C)C.CN(C)P(=O)(N(C)C)N(C)C.CN(C)P(=O)(N(C)C)N(C)C.CN(C)P(=O)(N(C)C)N(C)C.CCOP(=O)(OCC)OCC.CCOP(=O)(OCC)OCC.CCOP(=O)(OCC)OCC.CCOP(=O)(OCC)OCC.CCOP(=O)(OCC)OCC.C[N+](=O)[O-].C[N+](=O)[O-]
Orbital gap in eV: 7.6221

Positions of all 260 atoms, in Å:
H 12.47220 -16.07700 32.72571
H 13.89482 -13.46709 24.84129
C 8.86140 -17.74306 28.71570
C 5.77792 -20.59850 23.92985
H 5.07744 -10.32188 28.19633
H 4.63571 -15.85682 31.07354
H 4.34316 -20.79391 28.95278
C 1.16065 -18.61845 16.75741
C 9.17714 -21.34334 20.93739
P 0.25115 -13.00991 26.90760
H 5.85482 -12.75170 27.96116
C 5.25433 -15.01920 31.39572
O 1.40571 -19.91401 24.33247
H 2.22690 -24.30804 24.34123
H 6.05099 -17.13633 18.02252
O 8.49839 -17.91175 32.59588
H 5.48929 -6.31169 29.57374
H 5.14433 -14.87509 19.11241
O 5.94523 -15.02101 26.75771
H 9.26615 -9.98705 22.29982
H 11.49548 -13.32317 25.56599
O 6.33598 -24.99723 25.69339
C 2.25077 -17.15548 22.62770
H 9.97102 -20.78136 20.44542
H 6.57422 -27.04022 25.75025
C 4.00652 -10.29046 27.99575
H 1.66367 -17.37986 23.51826
H 6.52911 -7.07978 30.72203
C 2.34496 -23.72669 21.60008
H 4.39768 -23.42901 29.16520
H 1.28838 -15.40596 26.02973
H 4.86654 -20.00384 23.86791
C 5.53023 -23.42372 20.36100
O 7.18226 -16.44247 30.94450
H 13.19172 -8.68215 24.28528
H 10.31703 -12.80538 24.40786
H 8.93857 -19.99565 18.90942
H 1.53684 -16.63288 21.99107
C 2.88360 -24.26893 25.21031
P 6.40468 -20.86196 21.31816
H 0.50241 -18.28750 18.84706
C 3.32331 -17.60155 27.28192
H 7.12816 -13.40255 22.64424
H -0.19723 -19.20871 26.15006
H 5.61307 -16.10477 20.31624
C 5.92805 -7.27496 29.83393
H 6.41945 -12.48883 26.34160
H 14.28094 -13.40952 23.15695
H 11.26659 -11.58771 25.23164
C 2.59438 -18.50489 21.98337
H 1.60624 -9.42054 32.32408
H 4.41775 -14.36025 15.45509
C 1.18351 -20.77281 25.49697
H 3.98680 -13.49800 14.10563
C 7.16020 -14.32890 27.14732
H 8.74770 -26.91924 24.24966
N 6.16143 -22.60604 21.48053
C 3.43488 -25.65556 25.51506
N 4.92417 -8.24817 30.17651
O 2.50657 -18.14081 16.91003
H 11.24674 -8.96887 21.40245
N 10.52985 -11.67697 22.03050
P 5.82074 -15.75625 25.32511
H 12.01461 -7.89550 22.63156
H 3.70072 -10.79329 27.07828
O 2.16192 -21.53747 22.53273
H 5.98265 -9.19343 31.75695
C 4.07778 -17.70362 25.95125
O 6.94567 -16.68839 25.02082
H -2.13934 -15.51582 27.49365
H 4.37289 -7.52212 26.63607
H 0.40488 -8.79841 30.10718
O 8.71644 -18.25857 30.03269
P 0.99818 -20.44049 22.83108
P 12.24283 -11.53782 22.36043
H 3.13437 -18.64186 27.54676
H 3.09857 -18.42433 21.02036
H 11.68534 -16.29188 30.24823
N -1.21010 -13.93818 26.56994
H 8.87474 -26.15625 25.89757
H 8.59726 -11.61286 22.82864
H 7.54922 -15.02230 22.38252
H 6.27009 -26.35458 24.27354
H 7.16280 -14.89101 32.32373
H 9.21588 -21.50533 22.01458
H 8.80479 -25.19469 24.51536
H 10.99598 -15.37139 33.13402
C 11.31403 -12.58204 24.78759
H 3.69493 -8.93221 25.89874
H -0.34304 -20.64640 27.15116
C 3.55801 -8.23998 26.72951
O 4.36237 -16.38013 25.44385
C 1.14419 -9.57105 29.89612
P 3.36549 -8.06657 29.52457
H 7.84547 -19.11121 24.28786
H 1.98494 -15.00450 13.84380
H 2.37792 -24.34558 20.70344
H -1.23975 -15.82619 29.82350
H 13.01428 -8.78062 21.39271
H 13.13952 -10.38794 24.76016
P 8.51762 -17.26441 31.30975
N 12.32205 -12.55711 23.70423
H 8.75669 -16.65887 28.67462
H 2.06151 -14.22510 15.41023
H 5.28432 -15.87877 22.67720
H 2.92293 -21.88651 20.64235
H -0.27668 -19.58108 17.97974
C 7.58371 -19.10845 23.22977
N 1.08224 -13.72573 28.18848
C -1.53741 -16.83283 30.11706
H 6.16751 -10.01991 30.18896
C 10.28706 -12.74789 29.13443
C 10.02852 -12.96304 21.38968
N 6.80086 -20.29398 22.88279
C 2.18018 -22.28172 21.33532
H 3.32715 -23.89965 22.03995
C 13.44632 -13.52008 23.84925
O 2.89023 -6.71181 29.37234
H -2.30243 -17.09231 29.38526
H 4.63438 -10.06456 31.06570
H 7.56014 -12.33439 27.78397
H 10.82534 -11.80024 29.11693
H 7.93064 -14.45821 26.38718
C 4.96337 -21.49150 28.38991
O 0.06906 -11.55220 27.16215
H -3.03571 -13.03420 26.65359
C 7.99271 -20.49626 19.11638
C 2.54518 -13.69937 28.25142
H 11.18879 -17.44849 31.38887
O 1.88138 -15.79293 17.82413
C 6.49954 -15.67602 31.96049
H 6.29906 -23.63278 19.61715
C 4.39824 -22.84587 28.24431
H 3.36285 -19.08539 22.49384
H 1.66908 -11.27103 25.20048
H 9.85684 -17.79021 28.27412
N 3.54835 -8.92719 28.06396
H 4.83803 -22.71936 19.89965
C 2.04667 -12.27142 24.98901
C 4.94598 -15.88045 19.48391
H 3.65587 -23.54133 24.96073
H 6.19105 -20.41842 24.92232
O 5.63912 -14.54518 24.27818
H 1.69102 -7.71672 31.93082
H -1.90325 -16.73456 31.13911
P 5.49439 -24.99849 27.07098
H 1.27823 -9.62583 28.81577
C 1.47509 -14.78639 25.15259
H 3.97834 -17.20316 28.05674
C 5.43020 -14.81911 22.88679
H 9.87871 -13.66477 22.21018
H 11.01122 -13.56041 29.19358
N 2.38064 -9.01386 30.50898
C 8.40459 -26.12665 24.91462
H 4.56929 -14.26190 22.51739
H 6.33100 -24.06195 23.01828
O 5.28618 -20.16667 20.64267
H 4.06950 -26.01032 24.70295
C 6.72796 -12.86216 27.31810
C 0.68366 -19.08769 18.12947
C 11.66070 -15.50169 32.28005
O 8.24481 -13.10061 30.39026
H 10.79621 -13.37919 20.73732
C 6.87344 -26.17218 25.16280
H 3.08156 -13.96705 27.34106
H 5.46805 -21.63911 23.83386
H 0.78436 -10.50903 30.31900
H -0.45236 -15.76577 27.30093
H 4.74566 -17.84921 18.80438
H 3.57203 -18.26524 25.16581
C 5.02647 -16.91366 18.32065
H 3.44986 -10.79348 28.78645
H 3.18173 -8.52079 32.34615
H 1.21270 -22.20854 20.83862
C 2.22510 -8.66287 31.84339
H 7.85554 -21.42124 18.55630
H 2.15641 -12.42651 23.91569
H 5.04145 -24.35238 20.65558
H 2.81951 -12.69618 28.57769
H 2.93152 -14.36917 29.01967
C 13.32263 -9.70460 23.93095
H 3.34041 -22.72187 28.01250
H -1.55621 -15.97785 25.87576
H -0.55092 -13.67254 29.33351
H 0.67153 -15.01666 24.45305
H 5.03223 -21.05611 27.39302
C 12.12527 -8.79318 22.02327
O 13.11791 -11.89163 21.22481
N 12.29766 -9.93756 22.96169
H 5.00832 -18.23934 26.13891
H 2.97966 -12.49828 25.50494
O 0.27081 -17.69950 29.09902
C 11.08315 -16.38992 31.15146
H 1.09402 -19.41179 16.01292
C 0.35736 -20.04920 26.56730
C 0.52118 -13.65917 29.52980
H 2.49873 -14.86069 24.78551
C 6.71890 -14.32993 22.24355
O 10.07530 -12.49156 31.41212
O 2.51072 -16.24560 15.33692
H 12.00093 -14.55187 31.86751
H 7.71560 -24.06669 21.94251
H -1.96665 -12.33216 25.50370
H 7.54717 -22.73979 23.06551
O 9.70621 -16.11764 30.92171
H 14.25782 -9.91375 23.41155
C 5.49101 -9.43869 30.81555
H 0.39590 -17.90594 16.44825
H 7.35267 -17.57188 27.24370
H 1.27968 -19.89749 18.55028
H 5.97444 -21.52502 28.79574
O 6.11569 -25.45072 28.34260
N 1.16362 -13.34998 25.51577
H 13.15463 -14.56413 23.73545
H 2.61097 -7.71603 26.60031
O 4.08420 -25.78278 26.73969
H 2.24386 -23.93400 26.02680
H 7.13468 -19.08344 28.12674
O 1.32484 -19.17102 21.86705
H 7.20765 -19.80818 18.80280
H 4.69531 -15.12785 13.89457
O 4.35486 -16.45017 17.16838
O -0.12246 -18.57200 31.08918
C 7.87914 -18.39689 27.72357
H 6.37029 -16.36471 32.79541
H 9.07770 -12.95671 20.85677
H 4.67231 -14.26639 31.92736
H 2.21113 -21.01573 25.76732
H 6.42349 -7.72991 28.97622
O 5.04791 -23.44551 27.12422
H 9.30940 -22.37282 20.60457
H 0.62975 -21.67416 25.23422
C -2.30496 -13.29450 25.88784
H 8.38566 -19.00394 26.97320
O -0.37184 -20.99013 22.66947
H 1.04865 -19.73840 27.35064
H 7.56665 -14.64294 28.10873
H 9.70919 -12.91403 28.22526
C 9.47125 -10.97001 22.72391
C 2.54555 -14.96941 14.77792
H 3.11547 -16.52780 22.84315
N 9.45309 -12.76636 30.38553
C -1.33148 -15.39860 26.77135
H 9.90698 -10.80914 23.70999
C 6.98385 -23.42007 22.42678
H 2.38197 -17.08086 27.10628
H -2.70257 -13.78736 25.00066
H 6.90597 -18.26105 23.12637
H 0.90238 -12.75915 30.01224
H 2.60604 -26.35319 25.39488
N 7.89367 -20.79850 20.51361
H 8.45204 -19.05359 22.57319
H 3.88492 -15.87213 19.73332
P 2.75681 -16.57351 16.91525
H 5.62529 -14.42310 30.56196
H 0.85025 -14.50755 30.12985
H 6.62492 -14.30416 21.15791
N -0.37412 -17.81200 30.09827
H 1.48777 -24.02902 22.20169
C 3.98900 -14.52641 14.46683